(1)
ORCA calculation (wB97M-V/def2-TZVPD) on a structure of composition CdN4O12.

Frontier orbital gap   0.30377 hartree
Energy relative to the best compared isomer or geometry (same formula, charge and spin)   47.3 kcal per mole
Total charge   -2

XYZ file:
```
17
Properties=species:S:1:pos:R:3:forces:R:3
Cd 0.718121 13.108287 8.872340 -0.6 0.5 -0.4
N 3.874290 13.272479 8.734902 3.1 -0.3 -2.7
O 2.705830 13.607421 9.047817 0.0 -0.2 1.8
O 4.375935 13.966218 7.834671 0.2 0.4 -0.1
O 4.562360 12.329298 9.171961 -2.1 0.9 1.0
N -0.248854 12.213738 11.800705 -6.1 0.7 3.4
O -0.295458 12.832604 12.891687 2.1 -0.1 -0.3
O -1.195416 11.366267 11.691063 2.3 -0.2 -1.6
O 0.406422 12.667317 10.869694 1.4 -0.3 -0.2
N 1.684571 9.963627 8.455669 1.7 2.6 0.1
O 2.898200 10.142711 8.219306 -0.8 -2.2 0.2
O 1.098388 8.954979 8.805759 0.6 -0.3 -0.4
O 1.025221 11.063433 8.359332 -2.0 -0.4 -0.6
N -1.045199 16.287546 8.672446 -1.4 -1.5 1.5
O -1.091677 16.819997 7.591855 0.1 1.0 -1.2
O -0.192787 15.328973 8.838203 0.0 0.0 0.4
O -1.866561 16.575908 9.590085 1.5 -0.4 -0.9
```
Forces are in eV/Å.

Calculated atomic charges, method natural (NBO), unit e: 1.8130, 0.7285, -0.7086, -0.5179, -0.4529, 0.7198, -0.5018, -0.5196, -0.6526, 0.7301, -0.4676, -0.4564, -0.7583, 0.7243, -0.4722, -0.6974, -0.5103

---

(2)
ORCA calculation (wB97M-V/def2-TZVPD) on a structure of composition Cl10N4O12Zr2.

Frontier orbital gap   0.15407 hartree
Total charge   -6

XYZ file:
```
28
Properties=species:S:1:pos:R:3:forces:R:3
Zr 7.305446 11.701323 11.286637 2.1 -1.7 -0.7
Zr 13.234997 12.554223 8.778576 -4.5 -3.0 1.5
Cl 11.607026 7.169554 7.534736 0.3 -0.4 -0.5
Cl 13.840172 12.976588 11.120776 -0.3 0.8 -0.5
Cl 10.291655 13.555908 15.852410 0.1 0.3 0.6
Cl 14.970238 13.642567 7.940310 2.4 1.8 -1.4
Cl 14.541993 10.540362 9.263247 -0.3 0.3 -0.7
Cl 11.233615 14.676365 8.176414 1.3 -0.8 0.3
Cl 7.753731 10.981108 13.536973 -0.6 -0.2 -0.4
Cl 5.183441 12.468998 11.674778 -1.8 0.5 0.3
Cl 5.950488 8.952634 10.317355 0.2 1.1 0.5
Cl 8.289220 13.794709 11.862119 -0.1 -0.1 -0.5
N 9.281727 4.395081 11.936427 2.6 -0.2 0.1
O 8.699853 5.473422 11.916485 -0.9 -1.3 -1.4
O 9.370400 3.515854 10.917206 -1.0 2.2 2.8
O 10.011097 4.211203 12.991287 -0.8 -1.4 -1.2
N 10.891586 10.959784 11.018461 3.6 -2.4 0.3
O 11.167403 11.492375 9.812424 -0.6 -0.2 2.4
O 11.826896 10.490761 11.747818 -1.7 2.0 -2.4
O 9.743928 10.689028 11.416619 -1.1 1.6 -1.5
N 12.498809 11.790310 5.416872 0.8 -1.2 3.6
O 12.050725 10.904069 4.727224 -0.2 0.7 0.1
O 13.114711 12.765119 5.021354 -0.3 0.2 -0.1
O 12.435389 11.573097 6.833022 0.4 1.2 -2.3
N 7.050796 11.952027 7.832014 -0.4 1.0 0.6
O 7.985934 11.649737 7.134747 0.0 -0.4 1.4
O 7.079934 11.946612 9.194925 1.0 -0.4 -1.2
O 6.006970 12.400693 7.365409 -0.4 -0.1 0.2
```
Forces are in eV/Å.

Calculated atomic charges, method natural (NBO), unit e: 1.8252, 1.8262, -0.9958, -0.5219, -0.9952, -0.4487, -0.5015, -0.7288, -0.4682, -0.4842, -0.7997, -0.4616, 0.6821, -0.4257, -0.6315, -0.6259, 0.7283, -0.5717, -0.4144, -0.4667, 0.7350, -0.3959, -0.4677, -0.6522, 0.7528, -0.3401, -0.6619, -0.4907

---

(3)
ORCA calculation (wB97M-V/def2-TZVPD) on a structure of composition Cl2F2O8Sr3.

Frontier orbital gap   0.12799 hartree
Energy relative to the best compared isomer or geometry (same formula, charge and spin)   157.5 kcal per mole
Total charge   +2

XYZ file:
```
15
Properties=species:S:1:pos:R:3:forces:R:3
Sr -7.620289 -15.196198 4.039739 1.0 -1.2 -2.5
Sr -8.448368 -14.999879 -1.222079 1.8 -3.1 2.2
Sr -9.131824 -12.069652 1.758923 2.2 -0.9 1.7
F -7.244657 -12.667290 3.052489 -2.3 -0.1 -0.4
F -8.256338 -14.920656 1.512566 -1.4 2.1 -0.9
Cl -9.180202 -17.970131 1.998207 5.2 0.2 -1.0
O -8.714258 -17.701585 0.657635 -0.1 3.1 -1.8
O -9.184310 -19.344413 1.935515 -3.3 -3.6 1.6
O -8.080030 -17.739818 2.988306 -0.3 2.5 0.6
O -10.238755 -17.077764 2.320962 -1.6 -0.1 0.6
Cl -4.889870 -16.155589 0.826769 -0.5 -3.4 -0.7
O -5.467460 -15.175783 1.642255 -1.0 4.0 2.1
O -4.491173 -17.204591 1.623982 1.2 -2.4 2.6
O -5.922209 -16.641496 -0.013865 -4.4 -0.3 -2.7
O -3.885443 -15.819081 -0.042811 3.3 3.1 -1.6
```
Forces are in eV/Å.

Calculated atomic charges, method Löwdin, unit e: 1.6909, 1.7364, 1.7279, -0.7594, -0.7123, 0.6433, -0.4115, -0.2356, -0.4727, -0.3577, 0.5193, -0.4115, -0.2720, -0.4183, -0.2669

---

(4)
ORCA calculation (wB97M-V/def2-TZVPD) on the molecule Cl2FH.

Frontier orbital gap   0.28681 hartree
Energy relative to the best compared isomer or geometry (same formula, charge and spin)   118.7 kcal per mole
Total charge   0

XYZ file:
```
4
Properties=species:S:1:pos:R:3:forces:R:3
H 1.344692 -0.938582 -0.899905 0.1 -1.0 -0.4
F -1.261671 0.001625 1.083977 -0.1 0.0 0.4
Cl 0.248393 -0.300929 -0.719495 3.5 -6.8 -6.3
Cl -0.331415 1.237886 0.535423 -3.6 7.8 6.2
```
Forces are in eV/Å.

Calculated atomic charges, method natural (NBO), unit e: 0.2398, -0.3805, -0.2106, 0.3513

---

(5)
ORCA calculation (wB97M-V/def2-TZVPD) on a structure of composition Cl2FHNO3PS.

Frontier orbital gap   0.39676 hartree
Total charge   0

XYZ file:
```
10
Properties=species:S:1:pos:R:3:forces:R:3
O -1.804202 -1.649597 -0.969230 -0.1 -0.2 0.0
S -1.151163 -0.424188 -0.742800 0.3 0.1 0.1
O -1.388583 0.736128 -1.506643 0.0 0.0 -0.1
F -1.470770 -0.032421 0.761786 0.0 0.0 -0.1
N 0.491457 -0.654085 -0.640221 -0.1 0.3 0.4
Cl 0.857133 -2.134382 0.185804 0.1 0.0 -0.2
P 1.728065 0.526615 0.030972 -0.1 -0.3 0.1
O 1.368618 0.543496 1.596340 -0.1 0.0 0.0
Cl 0.908883 2.297562 -0.551139 0.0 0.1 -0.1
H 0.460561 0.790872 1.835132 0.1 0.0 0.0
```
Forces are in eV/Å.

Calculated atomic charges, method natural (NBO), unit e: -0.8710, 2.5259, -0.8743, -0.5032, -1.0114, 0.1762, 1.3191, -0.9885, -0.2857, 0.5129

---

(6)
ORCA calculation (wB97M-V/def2-TZVPD) on a structure of composition Cl2FO8Sr2.

Frontier orbital gap   0.21435 hartree
Energy relative to the best compared isomer or geometry (same formula, charge and spin)   0.0 kcal per mole
Total charge   +1

XYZ file:
```
13
Properties=species:S:1:pos:R:3:forces:R:3
Sr -0.156815 0.939164 1.582066 -1.8 -0.1 -1.9
Sr -0.872255 -3.015416 -0.476424 0.6 2.2 0.7
F -1.805315 -0.697286 0.389516 1.6 -1.5 0.2
Cl -1.788055 2.515244 -0.855264 0.5 8.6 6.4
O -1.002395 1.543854 -1.399654 2.6 -4.4 -2.0
O -1.028625 3.714614 -0.488584 1.9 0.7 -3.7
O -2.941355 2.846414 -1.521554 -2.2 -0.6 -2.2
O -2.083755 2.317004 0.574006 -1.5 -5.1 2.5
Cl 2.344725 -1.977776 0.435616 4.9 -8.0 2.2
O 2.224905 -2.941846 -0.608264 -1.4 -0.9 -2.2
O 2.878275 -2.702256 1.556886 -1.0 0.7 0.4
O 3.186905 -0.983026 0.121126 2.6 5.4 -1.8
O 1.043755 -1.558686 0.690526 -6.6 2.9 1.5
```
Forces are in eV/Å.

Calculated atomic charges, method Löwdin, unit e: 1.7221, 1.7773, -0.7275, 0.5954, -0.3244, -0.3776, -0.2294, -0.5488, 0.5447, -0.3668, -0.2907, -0.2169, -0.5575

---

(7)
ORCA calculation (wB97M-V/def2-TZVPD) on a structure of composition Cl2FO8Sr2.

2S+1   2
Frontier orbital gap   0.15943 hartree
Expectation value of S²   0.763
Total charge   +2

XYZ file:
```
13
Properties=species:S:1:pos:R:3:forces:R:3
Sr 1.309052 -4.497378 -2.308518 -0.4 1.5 1.2
Sr -3.963858 -1.537208 -2.530718 -0.1 2.1 3.8
F -4.398948 -0.090908 -0.172438 0.2 -1.6 -2.8
Cl -0.577988 -1.706068 -0.072218 -2.6 0.5 2.9
O -1.957248 -1.622448 -0.674488 1.3 -0.1 0.5
O -0.050608 -0.388608 0.235962 -0.6 -2.7 -1.2
O -0.590968 -2.596748 1.140672 0.3 1.9 -3.6
O 0.138122 -2.374308 -1.221378 2.0 -1.6 -0.8
Cl 2.022782 2.964742 1.115682 -3.6 -1.3 -0.5
O 2.741332 3.200442 2.418712 -0.6 0.6 -1.5
O 1.998232 1.578822 0.847602 1.8 -0.7 0.0
O 0.619782 3.328602 1.103842 1.7 1.3 1.1
O 2.710312 3.741072 0.117292 0.8 0.2 0.9
```
Forces are in eV/Å.

Calculated atomic charges, method Löwdin, unit e: 1.8831, 1.7104, -0.7210, 0.7879, -0.5232, -0.2398, -0.2936, -0.6072, 0.7213, -0.0792, -0.2811, -0.2219, -0.1356

---

(8)
ORCA calculation (wB97M-V/def2-TZVPD) on a cluster of 2 separate species, Cl2FPS in total.

Frontier orbital gap (spin up / spin down)   0.28952 / 0.18626 hartree
Energy relative to the best compared isomer or geometry (same formula, charge and spin)   112.8 kcal per mole
Total charge   0

XYZ file:
```
5
Properties=species:S:1:pos:R:3:forces:R:3
F -1.816193 -1.231342 -1.495394 0.2 0.0 0.2
P 0.884589 0.405610 0.182993 0.4 1.7 -0.3
S 2.778460 0.587932 -0.216380 -1.0 -0.5 0.5
Cl -0.077546 -1.329503 0.461763 0.0 -0.6 0.1
Cl 0.130982 1.589663 1.729511 0.4 -0.6 -0.5
```
Forces are in eV/Å.

Calculated atomic charges, method natural (NBO), unit e: -0.0988, 0.7792, -0.2981, -0.1438, -0.2386

---

(9)
ORCA calculation (wB97M-V/def2-TZVPD) on a structure of composition Cl2H2.

Frontier orbital gap   0.31993 hartree
Energy relative to the best compared isomer or geometry (same formula, charge and spin)   111.2 kcal per mole
Total charge   0

XYZ file:
```
4
Properties=species:S:1:pos:R:3:forces:R:3
H 1.534999 0.953523 0.549647 0.6 -0.2 -0.1
H -0.431028 -0.742127 0.753426 -2.0 -0.2 0.4
Cl 1.015061 -0.056487 -0.054085 13.3 0.7 -0.8
Cl -1.080001 0.044052 -0.022567 -11.9 -0.3 0.5
```
Forces are in eV/Å.

Calculated atomic charges, method natural (NBO), unit e: 0.2651, 0.2569, -0.2623, -0.2596

---

(10)
ORCA calculation (wB97M-V/def2-TZVPD) on the molecule Cl2H2.

Frontier orbital gap   0.38440 hartree
Energy relative to the best compared isomer or geometry (same formula, charge and spin)   54.1 kcal per mole
Total charge   0

XYZ file:
```
4
Properties=species:S:1:pos:R:3:forces:R:3
H 1.926684 0.897127 0.127842 0.8 -0.3 0.0
H -1.943352 -0.874632 0.130618 -1.0 0.2 0.0
Cl 1.116866 -0.090980 -0.007400 6.2 0.7 0.0
Cl -1.115886 0.089657 -0.007803 -6.0 -0.6 0.0
```
Forces are in eV/Å.

Calculated atomic charges, method natural (NBO), unit e: 0.2425, 0.2391, -0.2407, -0.2410